1.
# C31H33BCl2O2S

A 2-piece molecular cluster, C31H33BCl2O2S overall at a distorted geometry (the ωB97M-V functional and the def2-TZVPD basis, the Open Molecules 2025 dataset).

Geometry as XYZ:
```
70
Properties=species:S:1:pos:R:3:lowdin_charge:R:1
C -3.48 0.34 1.30 -0.004
C -2.93 0.22 -0.12 -0.419
C -3.75 1.14 -1.03 -0.011
O -1.61 0.82 -0.14 0.127
B -0.88 0.06 -1.04 -0.678
C 0.20 0.77 -1.91 -0.073
C 0.04 2.27 -1.74 -0.171
C -0.98 2.84 -2.51 -0.036
C -1.24 4.20 -2.48 -0.091
C -0.40 5.03 -1.72 -0.698
Cl -0.58 6.72 -1.84 0.679
C 0.60 4.47 -0.92 -0.080
C 0.78 3.08 -0.89 -0.025
C 1.58 0.18 -2.08 -0.158
C 1.64 -1.04 -2.77 -0.027
C 2.82 -1.46 -3.39 -0.091
C 3.99 -0.72 -3.21 -0.695
Cl 5.43 -1.12 -4.06 0.668
C 3.99 0.41 -2.38 -0.096
C 2.78 0.87 -1.86 -0.025
O -1.21 -1.26 -1.03 0.141
C -2.64 -1.25 -0.68 -0.407
C -2.90 -2.36 0.33 -0.021
C -3.32 -1.56 -2.02 -0.010
H -4.48 -0.12 1.37 0.099
H -2.81 -0.13 2.04 0.060
H -3.58 1.40 1.57 0.099
H -4.82 0.87 -1.06 0.096
H -3.66 2.17 -0.65 0.101
H -3.35 1.18 -2.05 0.077
H -0.26 0.56 -2.91 0.162
H -1.57 2.20 -3.16 0.119
H -2.06 4.60 -3.06 0.107
H 1.24 5.13 -0.34 0.105
H 1.48 2.65 -0.19 0.089
H 0.73 -1.63 -2.91 0.126
H 2.84 -2.32 -4.05 0.105
H 4.91 0.97 -2.19 0.108
H 2.78 1.79 -1.29 0.094
H -3.98 -2.43 0.58 0.106
H -2.56 -3.32 -0.08 0.097
H -2.32 -2.18 1.24 0.035
H -4.42 -1.52 -1.99 0.100
H -2.94 -0.87 -2.79 0.093
H -2.99 -2.56 -2.32 0.096
C 5.12 0.23 1.73 -0.056
C 3.67 0.02 1.43 -0.290
C 2.74 1.02 1.73 -0.046
C 1.38 0.73 1.71 -0.025
C 1.01 -0.62 1.48 -0.268
C 0.01 -1.22 2.27 -0.461
C -0.75 -0.65 3.29 -0.110
C -1.26 -1.62 4.18 -0.117
C -0.97 -2.92 3.79 -0.581
C -1.24 -4.18 4.50 -0.117
S -0.14 -2.96 2.27 1.113
C 1.90 -1.44 0.75 -0.065
C 3.24 -1.15 0.79 -0.037
H 5.64 -0.73 1.69 0.078
H 5.59 0.90 1.00 0.080
H 5.24 0.67 2.72 0.083
H 3.11 2.00 2.04 0.123
H 0.60 1.45 1.95 0.125
H -0.89 0.42 3.38 0.115
H -1.75 -1.40 5.12 0.111
H -1.61 -3.98 5.50 0.082
H -1.96 -4.81 3.97 0.081
H -0.30 -4.74 4.56 0.077
H 1.50 -2.30 0.22 0.110
H 3.99 -1.82 0.38 0.123
```

Its energy above the lowest of the compared OMol25 structures with the same formula, charge and spin is 45.00 kJ/mol. As for the structure (SMILES): CC1(C)OB(C(c2ccc(Cl)cc2)c2ccc(Cl)cc2)OC1(C)C.Cc1ccc(-c2ccc(C)s2)cc1. As for the gap between HOMO and LUMO: 0.27407 Eh. The lowest unoccupied orbital energy is 0.1530 eV. The multiplicity is 1.

2.
# C4H5N4

An isolated ion of composition C4H5N4 and charge +1 at a distorted geometry (the ωB97M-V functional and the def2-TZVPD basis, the Open Molecules 2025 dataset).

Geometry as XYZ:
```
13
Properties=species:S:1:pos:R:3:lowdin_charge:R:1
C 2.17 1.30 -0.06 0.141
N 1.58 0.18 0.00 0.056
N 1.19 -0.95 0.03 0.131
C 0.15 -1.76 -0.03 -0.103
C -1.25 -1.61 -0.05 0.026
C -2.17 -0.58 -0.05 0.064
N -2.82 0.39 -0.05 -0.038
N -3.76 1.14 0.02 0.218
H 2.29 1.96 0.76 0.101
H 2.53 1.52 -0.97 0.064
H 0.37 -2.86 0.12 0.140
H -1.52 -2.63 -0.20 0.118
H -3.36 1.98 -0.28 0.082
```

Its energy above the lowest of the compared OMol25 structures with the same formula, charge and spin is 577.40 kJ/mol. As for the structure (SMILES): C=N/N=C\C=C=[N+]=N. As for the gap between HOMO and LUMO (alpha / beta): 0.25822 / 0.25211 Eh. The lowest unoccupied orbital energy (alpha / beta) is -6.3072 / -6.3101 eV. The total charge is +1. The multiplicity is 1.

3.
# C20H30N2O5

One molecule with the formula C20H30N2O5 (the ωB97M-V functional and the def2-TZVPD basis, the Open Molecules 2025 dataset).

Geometry as XYZ:
```
57
Properties=species:S:1:pos:R:3:lowdin_charge:R:1
C -8.25 -0.63 2.43 -0.115
C -7.69 0.46 1.53 -0.264
C -7.40 -0.07 0.12 -0.190
C -6.78 1.01 -0.77 -0.201
O -5.54 1.47 -0.27 -0.048
C -4.43 0.69 -0.38 -0.263
C -3.30 1.17 0.29 0.004
C -2.10 0.49 0.24 -0.019
C -2.00 -0.71 -0.47 -0.138
C -0.76 -1.52 -0.56 -0.450
O -0.78 -2.71 -0.84 0.048
N 0.39 -0.86 -0.28 0.073
C 1.68 -1.48 -0.43 -0.160
C 2.47 -0.84 -1.58 -0.067
C 2.78 0.61 -1.25 -0.485
O 1.92 1.41 -0.93 0.054
N 4.08 0.96 -1.34 0.073
C 4.54 2.31 -1.09 -0.172
C 5.43 2.41 0.14 -0.166
C 4.75 1.83 1.38 -0.077
C 4.78 0.32 1.45 -0.503
O 3.85 -0.37 1.76 0.104
O 6.00 -0.15 1.17 -0.018
C 6.21 -1.56 1.33 -0.205
C 5.79 -2.34 0.09 -0.055
C -3.14 -1.19 -1.12 -0.008
C -4.34 -0.50 -1.09 -0.011
H -8.46 -0.24 3.42 0.067
H -9.18 -1.03 2.02 0.070
H -7.54 -1.45 2.53 0.073
H -8.41 1.28 1.46 0.110
H -6.77 0.85 1.95 0.110
H -8.32 -0.41 -0.35 0.120
H -6.72 -0.92 0.20 0.108
H -6.67 0.65 -1.80 0.119
H -7.41 1.90 -0.77 0.129
H -3.38 2.09 0.84 0.118
H -1.26 0.88 0.79 0.114
H 0.40 0.15 -0.23 0.104
H 1.51 -2.54 -0.63 0.122
H 2.24 -1.37 0.51 0.103
H 3.38 -1.40 -1.78 0.100
H 1.85 -0.85 -2.48 0.133
H 4.78 0.26 -1.57 0.138
H 3.64 2.90 -0.95 0.122
H 5.08 2.68 -1.97 0.122
H 5.67 3.46 0.31 0.114
H 6.37 1.87 -0.03 0.109
H 5.26 2.19 2.28 0.130
H 3.70 2.15 1.43 0.130
H 5.65 -1.91 2.20 0.125
H 7.28 -1.66 1.51 0.124
H 4.71 -2.26 -0.05 0.057
H 6.30 -1.96 -0.79 0.078
H 6.05 -3.38 0.22 0.081
H -3.06 -2.12 -1.66 0.119
H -5.18 -0.91 -1.61 0.106
```

Its energy above the lowest of the compared OMol25 structures with the same formula, charge and spin is 128.39 kJ/mol. As for the structure (SMILES): CCCCOc1ccc(C(=O)NCCC(=O)NCCCC(=O)OCC)cc1. As for the gap between HOMO and LUMO: 0.32956 Eh. The lowest unoccupied orbital energy is 0.6807 eV. The multiplicity is 1.

4.
# C40H67N4P2RuSi4Te

C40H67N4P2RuSi4Te as an isolated structure (the ωB97M-V functional and the def2-TZVPD basis, the Open Molecules 2025 dataset).

Geometry as XYZ:
```
119
Properties=species:S:1:pos:R:3:lowdin_charge:R:1
Ru 0.07 -0.01 0.46 0.588
N -0.39 -0.01 -1.65 -0.090
C 0.32 -1.15 -2.30 -0.189
C 1.63 -1.44 -1.58 -0.177
N 1.38 -1.64 -0.13 -0.265
C 0.74 -2.98 0.10 -0.139
C -0.44 -2.89 1.04 -0.180
N -1.24 -1.70 0.68 -0.060
C 2.59 -1.47 0.71 -0.191
C 2.19 -1.32 2.17 -0.179
N 1.12 -0.29 2.34 -0.088
H -1.38 -0.02 -1.90 0.082
H -0.01 0.85 -2.02 0.023
H 0.51 -0.96 -3.35 0.129
H -0.34 -2.02 -2.26 0.110
H 2.30 -0.58 -1.68 0.074
H 2.12 -2.31 -2.02 0.145
H 1.48 -3.69 0.48 0.139
H 0.40 -3.37 -0.86 0.121
H -0.13 -2.76 2.08 0.104
H -1.03 -3.80 0.99 0.135
H -2.01 -1.58 1.33 0.049
H -1.71 -1.86 -0.21 0.079
H 3.10 -0.57 0.37 0.059
H 3.27 -2.32 0.59 0.141
H 3.07 -1.08 2.77 0.130
H 1.81 -2.27 2.55 0.109
H 1.57 0.62 2.48 0.014
H 0.61 -0.45 3.19 0.090
C -3.03 0.65 1.82 -0.511
P -1.46 1.49 1.39 0.844
C -0.88 2.12 3.01 -0.382
C -0.15 3.30 3.09 -0.118
C 0.37 3.72 4.30 -0.055
C 0.18 2.96 5.45 -0.058
C -0.54 1.78 5.38 -0.065
C -1.07 1.36 4.16 -0.115
C -2.05 2.98 0.54 -0.380
C -1.89 3.15 -0.84 -0.122
C -2.48 4.23 -1.49 -0.074
C -3.22 5.15 -0.77 -0.057
C -3.39 4.99 0.60 -0.047
C -2.82 3.91 1.25 -0.081
P -3.90 0.03 0.29 1.010
C -4.95 -1.29 1.01 -0.401
C -5.65 -2.07 0.09 -0.107
C -6.47 -3.10 0.52 -0.067
C -6.59 -3.38 1.88 -0.066
C -5.89 -2.62 2.80 -0.070
C -5.08 -1.57 2.37 -0.106
C -5.16 1.33 -0.01 -0.392
C -5.22 1.91 -1.27 -0.116
C -6.18 2.88 -1.54 -0.075
C -7.07 3.27 -0.55 -0.065
C -7.01 2.69 0.71 -0.063
C -6.06 1.72 0.97 -0.088
H -3.66 1.28 2.45 0.071
H -2.76 -0.22 2.41 0.013
H -0.01 3.91 2.21 0.074
H 0.92 4.65 4.35 0.114
H 0.59 3.29 6.39 0.115
H -0.71 1.19 6.27 0.113
H -1.65 0.44 4.14 0.097
H -1.33 2.43 -1.40 0.063
H -2.37 4.34 -2.56 0.112
H -3.68 5.99 -1.27 0.117
H -3.99 5.70 1.16 0.118
H -2.98 3.78 2.31 0.117
H -5.56 -1.86 -0.97 0.103
H -7.02 -3.69 -0.20 0.112
H -7.23 -4.19 2.21 0.113
H -5.99 -2.82 3.86 0.111
H -4.58 -0.97 3.12 0.091
H -4.53 1.60 -2.05 0.094
H -6.24 3.32 -2.53 0.110
H -7.82 4.03 -0.77 0.112
H -7.71 2.99 1.48 0.112
H -6.04 1.25 1.95 0.106
C 4.40 4.66 2.21 -0.208
Si 5.11 3.57 0.86 0.325
C 6.68 4.29 0.15 -0.203
C 5.39 1.84 1.53 -0.218
Si 3.56 3.46 -0.91 0.197
Te 1.73 1.99 0.11 0.812
Si 2.38 5.46 -1.36 0.333
C 1.33 5.20 -2.89 -0.207
C 1.30 5.89 0.11 -0.205
C 3.69 6.76 -1.66 -0.202
Si 4.26 2.24 -2.80 0.328
C 5.07 0.66 -2.22 -0.207
C 2.78 1.83 -3.87 -0.204
C 5.48 3.32 -3.72 -0.201
H 5.02 4.59 3.11 0.042
H 3.39 4.35 2.48 0.013
H 4.37 5.70 1.90 0.032
H 7.33 4.63 0.96 0.043
H 6.49 5.14 -0.49 0.027
H 7.24 3.54 -0.42 0.033
H 6.17 1.85 2.29 0.044
H 5.69 1.14 0.74 0.018
H 4.47 1.45 1.99 -0.001
H 0.70 4.32 -2.78 0.013
H 1.95 5.06 -3.78 0.029
H 0.69 6.07 -3.06 0.043
H 0.58 5.09 0.32 -0.008
H 0.73 6.80 -0.11 0.046
H 1.90 6.07 1.00 0.026
H 4.41 6.44 -2.42 0.031
H 4.24 6.98 -0.74 0.031
H 3.23 7.68 -2.01 0.044
H 4.45 0.12 -1.50 -0.006
H 6.03 0.87 -1.73 0.033
H 5.27 0.00 -3.06 0.044
H 2.00 1.32 -3.30 -0.012
H 3.08 1.17 -4.69 0.045
H 2.34 2.72 -4.32 0.023
H 6.24 3.72 -3.06 0.026
H 4.98 4.15 -4.22 0.034
H 5.98 2.74 -4.50 0.043
```

Its energy above the lowest of the compared OMol25 structures with the same formula, charge and spin is 33.17 kJ/mol. As for the gap between HOMO and LUMO (alpha / beta): 0.28601 / 0.20673 Eh. The lowest unoccupied orbital energy (alpha / beta) is -4.7811 / -6.7671 eV. The total charge is +2. The multiplicity is 2.

5.
# C3H4N2O2

One molecule with the formula C3H4N2O2 at a distorted geometry (the ωB97M-V functional and the def2-TZVPD basis, the Open Molecules 2025 dataset).

Geometry as XYZ:
```
11
Properties=species:S:1:pos:R:3:lowdin_charge:R:1
O -1.39 1.63 -0.04 0.062
C -0.43 0.83 -0.04 -0.355
C 1.04 0.95 0.03 -0.091
N 1.60 -0.44 0.00 0.063
C 0.57 -1.22 -0.03 -0.171
N -0.58 -0.57 -0.11 -0.066
O -1.83 -1.21 0.01 0.062
H 1.43 1.26 -0.92 0.134
H 1.36 1.46 0.90 0.124
H 0.62 -2.25 -0.03 0.120
H -2.39 -0.43 0.24 0.119
```

Its energy above the lowest of the compared OMol25 structures with the same formula, charge and spin is 334.54 kJ/mol. As for the structure (SMILES): O=C1CN=CN1O. As for the gap between HOMO and LUMO: 0.37292 Eh. The lowest unoccupied orbital energy is 0.7258 eV. The multiplicity is 1.

6.
# C12H12NOP

One molecule with the formula C12H12NOP at a distorted geometry (the ωB97M-V functional and the def2-TZVPD basis, the Open Molecules 2025 dataset).

Geometry as XYZ:
```
27
Properties=species:S:1:pos:R:3:lowdin_charge:R:1
H 1.41 2.63 3.60 -0.014
N 1.16 2.32 2.62 -0.285
P 2.37 1.53 2.05 0.878
C 1.65 0.92 0.40 -0.454
C 1.28 1.88 -0.65 -0.129
C -0.01 2.22 -0.74 -0.086
C -1.10 2.01 0.25 -0.088
C -0.98 0.60 1.05 -0.225
O -2.01 -0.28 0.47 0.013
C -1.34 -1.13 -0.34 -0.220
C -1.89 -2.15 -1.12 0.003
C -1.05 -3.11 -1.73 -0.088
C 0.30 -2.93 -1.60 -0.107
C 0.93 -1.90 -0.83 -0.008
C 0.05 -1.02 -0.27 -0.134
C 0.36 0.00 0.84 -0.218
H 2.40 0.07 0.24 0.080
H 2.02 2.13 -1.40 0.099
H -0.31 2.85 -1.61 0.115
H -0.99 2.74 1.00 0.087
H -2.09 1.93 -0.10 0.095
H -1.40 0.77 2.05 0.151
H -2.92 -2.34 -1.03 0.096
H -1.43 -4.10 -2.11 0.125
H 0.92 -3.45 -2.27 0.079
H 1.98 -1.77 -0.61 0.109
H 0.69 -0.42 1.82 0.125
```

Its energy above the lowest of the compared OMol25 structures with the same formula, charge and spin is 84.94 kJ/mol. As for the structure (SMILES): [H]/N=P/[C@@H]1C=CC[C@H]2Oc3ccccc3[C@H]21. As for the gap between HOMO and LUMO: 0.28594 Eh. The lowest unoccupied orbital energy is -0.3512 eV. The multiplicity is 1.

Repeat the first record exactly.
# C31H33BCl2O2S

A 2-piece molecular cluster, C31H33BCl2O2S overall at a distorted geometry (the ωB97M-V functional and the def2-TZVPD basis, the Open Molecules 2025 dataset).

Geometry as XYZ:
```
70
Properties=species:S:1:pos:R:3:lowdin_charge:R:1
C -3.48 0.34 1.30 -0.004
C -2.93 0.22 -0.12 -0.419
C -3.75 1.14 -1.03 -0.011
O -1.61 0.82 -0.14 0.127
B -0.88 0.06 -1.04 -0.678
C 0.20 0.77 -1.91 -0.073
C 0.04 2.27 -1.74 -0.171
C -0.98 2.84 -2.51 -0.036
C -1.24 4.20 -2.48 -0.091
C -0.40 5.03 -1.72 -0.698
Cl -0.58 6.72 -1.84 0.679
C 0.60 4.47 -0.92 -0.080
C 0.78 3.08 -0.89 -0.025
C 1.58 0.18 -2.08 -0.158
C 1.64 -1.04 -2.77 -0.027
C 2.82 -1.46 -3.39 -0.091
C 3.99 -0.72 -3.21 -0.695
Cl 5.43 -1.12 -4.06 0.668
C 3.99 0.41 -2.38 -0.096
C 2.78 0.87 -1.86 -0.025
O -1.21 -1.26 -1.03 0.141
C -2.64 -1.25 -0.68 -0.407
C -2.90 -2.36 0.33 -0.021
C -3.32 -1.56 -2.02 -0.010
H -4.48 -0.12 1.37 0.099
H -2.81 -0.13 2.04 0.060
H -3.58 1.40 1.57 0.099
H -4.82 0.87 -1.06 0.096
H -3.66 2.17 -0.65 0.101
H -3.35 1.18 -2.05 0.077
H -0.26 0.56 -2.91 0.162
H -1.57 2.20 -3.16 0.119
H -2.06 4.60 -3.06 0.107
H 1.24 5.13 -0.34 0.105
H 1.48 2.65 -0.19 0.089
H 0.73 -1.63 -2.91 0.126
H 2.84 -2.32 -4.05 0.105
H 4.91 0.97 -2.19 0.108
H 2.78 1.79 -1.29 0.094
H -3.98 -2.43 0.58 0.106
H -2.56 -3.32 -0.08 0.097
H -2.32 -2.18 1.24 0.035
H -4.42 -1.52 -1.99 0.100
H -2.94 -0.87 -2.79 0.093
H -2.99 -2.56 -2.32 0.096
C 5.12 0.23 1.73 -0.056
C 3.67 0.02 1.43 -0.290
C 2.74 1.02 1.73 -0.046
C 1.38 0.73 1.71 -0.025
C 1.01 -0.62 1.48 -0.268
C 0.01 -1.22 2.27 -0.461
C -0.75 -0.65 3.29 -0.110
C -1.26 -1.62 4.18 -0.117
C -0.97 -2.92 3.79 -0.581
C -1.24 -4.18 4.50 -0.117
S -0.14 -2.96 2.27 1.113
C 1.90 -1.44 0.75 -0.065
C 3.24 -1.15 0.79 -0.037
H 5.64 -0.73 1.69 0.078
H 5.59 0.90 1.00 0.080
H 5.24 0.67 2.72 0.083
H 3.11 2.00 2.04 0.123
H 0.60 1.45 1.95 0.125
H -0.89 0.42 3.38 0.115
H -1.75 -1.40 5.12 0.111
H -1.61 -3.98 5.50 0.082
H -1.96 -4.81 3.97 0.081
H -0.30 -4.74 4.56 0.077
H 1.50 -2.30 0.22 0.110
H 3.99 -1.82 0.38 0.123
```

Its energy above the lowest of the compared OMol25 structures with the same formula, charge and spin is 45.00 kJ/mol. As for the structure (SMILES): CC1(C)OB(C(c2ccc(Cl)cc2)c2ccc(Cl)cc2)OC1(C)C.Cc1ccc(-c2ccc(C)s2)cc1. As for the gap between HOMO and LUMO: 0.27407 Eh. The lowest unoccupied orbital energy is 0.1530 eV. The multiplicity is 1.